Entry 1:
20
Properties=species:S:1:pos:R:3:forces:R:3 method="wB97M-V/def2-TZVPD" energy_ha=-1118.39562 gap_ev=9.17 relative_energy_kcal_mol=0.0 smiles="C[C@@H]1C(I)=CC=C1S(C)(=O)=O" homo_ha=-0.32852 lumo_energy_ev=0.2275
I -4.495 0.142 0.238 0.123 -0.231 0.092
S 1.631 1.148 0.708 -1.591 0.516 -4.157
O 1.554 0.799 2.045 -0.073 -1.057 4.014
O 2.148 2.417 0.300 0.178 0.179 -0.247
C -1.339 0.161 0.744 1.162 1.673 -0.315
C -1.046 -1.290 0.690 2.943 -2.051 -2.502
C -0.613 1.600 -0.991 -0.927 0.570 -2.683
C -2.067 1.341 -1.127 -2.455 0.442 -0.949
C 2.541 -0.133 -0.145 1.939 0.159 0.829
C -0.129 1.067 0.087 0.038 -2.711 2.958
C -2.508 0.534 -0.126 1.403 1.378 -1.175
H -0.102 -1.650 1.168 -0.514 0.838 -0.098
H -2.850 1.797 -1.902 2.286 -0.919 1.614
H 2.577 0.081 -1.203 -0.351 -0.129 -0.282
H -1.755 -1.927 1.080 -2.070 -0.901 1.272
H -1.570 0.488 1.747 0.227 0.062 0.541
H 2.124 -1.106 0.128 0.011 0.187 -0.271
H 3.655 -0.089 0.206 -2.112 0.077 -0.280
H -0.963 -1.740 -0.385 -0.044 1.327 1.421
H -0.004 2.000 -1.794 -0.173 0.592 0.218

***

Entry 2:
17
Properties=species:S:1:pos:R:3:forces:R:3 method="wB97M-V/def2-TZVPD" energy_ha=-326.63053 gap_ev=9.29 relative_energy_kcal_mol=163.4 smiles="C1=C[C@@H]2NC[C@H]3[C@@H]1[C@H]32" homo_ha=-0.29894 lumo_energy_ev=1.1598
N -1.148 0.764 1.132 1.723 0.686 1.931
C 0.237 -0.491 -1.896 -0.919 1.387 -1.058
C 0.980 -0.467 1.003 -2.910 -0.919 0.793
C 0.827 0.581 0.028 1.334 0.654 0.574
C -0.791 0.442 -1.711 1.066 -2.124 -1.465
C 1.151 -0.675 -0.666 -1.340 0.489 -0.161
C -0.739 0.403 -0.182 2.135 2.020 -0.210
C -0.385 -0.411 1.874 -0.269 1.065 -1.657
H 1.837 -0.692 1.603 0.683 -0.003 -0.176
H 2.140 -0.962 -0.814 1.596 -0.415 -0.580
H -0.897 -0.616 -0.065 0.001 -2.042 -0.633
H -0.236 -0.050 2.869 0.653 0.190 0.636
H 0.549 -0.804 -2.910 -0.181 -0.106 0.793
H 1.526 1.475 0.041 -1.602 -0.650 -0.415
H -1.013 -1.323 1.976 0.422 0.339 -0.567
H -1.467 0.736 -2.573 0.716 -0.174 1.644
H -2.082 0.597 1.250 -3.111 -0.397 0.550

***

Entry 3:
17
Properties=species:S:1:pos:R:3:forces:R:3 method="wB97M-V/def2-TZVPD" energy_ha=-326.78813 gap_ev=9.77 relative_energy_kcal_mol=64.5 smiles="c1ccncc1.C=C" homo_ha=-0.32968 lumo_energy_ev=0.7950
N -0.053 0.065 -0.095 3.628 -1.957 -0.331
C 0.657 1.176 -0.100 -0.454 -0.326 0.596
C 0.692 -1.128 0.012 -1.468 2.894 -1.156
C -3.122 0.017 -0.524 -1.195 -2.374 -3.290
C -2.437 -0.043 0.563 -2.480 1.936 4.806
C 2.033 1.207 -0.044 0.536 -0.196 -0.469
C 2.718 0.016 -0.099 1.220 -0.056 1.100
C 2.057 -1.207 -0.031 -1.178 1.497 -0.092
H 3.800 0.049 0.038 -0.135 -0.089 -0.451
H -1.530 -0.525 0.808 -0.353 -0.422 0.098
H 0.087 2.075 -0.007 -0.327 0.637 -0.338
H -2.907 -0.682 -1.391 0.123 1.221 0.767
H -4.124 0.415 -0.551 0.058 0.525 -0.036
H 2.507 -2.153 -0.007 0.873 -0.996 0.051
H 0.052 -1.961 -0.017 -0.525 -1.282 0.247
H -2.997 0.540 1.442 1.634 -1.169 -1.501
H 2.568 2.140 0.004 0.045 0.156 -0.002

***

Entry 4:
17
Properties=species:S:1:pos:R:3:forces:R:3 method="wB97M-V/def2-TZVPD" energy_ha=-326.82207 gap_ev=8.73 relative_energy_kcal_mol=43.2 smiles="C=Cc1cc(C)c[nH]1" homo_ha=-0.28362 lumo_energy_ev=1.0115
N 1.112 0.561 0.711 -0.708 -2.336 -0.870
C -1.666 1.969 -1.295 2.555 1.870 0.875
C 0.305 -0.595 0.429 1.099 1.072 0.613
C 0.487 1.560 0.061 0.106 2.024 -0.209
C 0.525 -1.877 1.064 -0.435 -3.247 0.032
C -0.666 1.144 -0.518 -1.083 0.574 -1.431
C 1.426 -2.844 0.724 -0.821 2.721 0.444
C -0.827 -0.229 -0.288 4.612 1.351 2.151
H -1.267 2.365 -2.255 -0.285 -0.714 0.359
H 2.174 -2.534 0.012 0.355 -0.309 -0.204
H 0.890 2.566 0.117 -0.083 -0.158 -0.200
H 1.502 -3.806 1.185 -0.193 -0.322 0.153
H -2.514 1.353 -1.425 -1.317 0.139 -0.143
H -1.533 -0.933 -0.416 -2.696 -1.756 -0.944
H -1.714 2.898 -0.667 -1.192 -0.717 -0.644
H -0.356 -2.200 1.681 1.043 0.280 -0.146
H 2.123 0.602 0.881 -0.958 -0.471 0.165